1.
A structure of composition C53H52N10OSSbTl in a non-equilibrium geometry, computed with wB97M-V/def2-TZVPD.

```
119
Properties=species:S:1:pos:R:3:forces:R:3:mulliken_charge:R:1
Tl 0.52246 0.04208 2.35817 -0.2213 0.3749 -0.7636 0.897
C 3.50859 2.97763 7.60260 2.3556 -0.3864 0.6026 -1.416
C 3.02352 1.76418 6.85709 -0.4383 0.1113 -0.4560 0.745
C 3.72766 0.53937 6.62043 0.5200 0.1338 0.7662 -0.912
C 3.07548 -0.50470 5.99786 0.7997 -1.1182 0.9214 -0.147
C 1.76706 -0.41245 5.42201 -0.2113 1.0985 0.5143 0.806
N 1.34979 -1.32822 4.51408 -1.0740 -1.7339 0.9670 0.006
C 1.39860 -2.66590 4.75371 0.4935 0.4959 -1.0850 0.401
C 1.61493 -3.21177 6.04012 1.6329 -3.4174 0.6253 -0.446
C 2.11237 -4.53829 6.26834 -1.3316 3.3354 -1.7772 -0.843
C 2.26541 -5.43258 5.20362 -0.2469 -0.4827 0.1100 0.283
C 2.59266 -6.88193 5.46212 -0.0424 -0.5899 1.9774 -1.571
C 1.91828 -4.98136 3.93831 -0.8315 1.5106 -1.2307 -0.369
C 1.41509 -3.65668 3.65167 0.8879 -0.7172 1.0994 -0.009
N 1.19424 -3.29001 2.33915 -0.3055 -1.2059 -2.6374 0.640
C 1.90949 -3.91634 1.28200 -1.4412 2.0775 -1.1168 -0.397
C 1.25938 -3.55047 0.07983 2.0003 -1.0747 1.3602 -0.736
C 0.07335 -2.87309 0.46725 0.3048 -1.1356 2.2442 -0.464
N -0.02661 -2.72576 1.81430 1.4975 -0.3734 -0.7125 -0.765
C 1.02187 0.83160 5.75757 0.2635 0.2963 -0.4939 0.164
C 1.69950 1.88223 6.40735 -0.0879 -1.1599 0.4078 -0.754
N -0.36928 0.99141 5.59738 -0.1719 -1.5143 -0.9399 0.651
C -1.16994 1.76548 6.36856 -0.2840 0.4842 0.0315 -0.008
C -2.44153 1.67214 5.89274 -0.6942 -0.2151 -0.4680 -0.998
C -2.36208 0.78385 4.71585 0.2007 -0.3655 2.2312 -0.270
N -1.14836 0.29217 4.67281 1.6304 0.4990 -0.7850 -0.706
H 4.16203 3.63102 6.96330 -0.8358 -0.4598 0.1911 0.323
H 4.27214 2.67286 8.39936 -1.3363 0.3723 -0.7175 0.362
H 2.67588 3.56884 8.01816 0.5702 -0.3134 -0.1249 0.370
H 4.77732 0.37547 7.03333 -1.6125 0.3320 -0.6653 0.362
H 3.57130 -1.51709 6.03747 -0.4694 1.3020 -0.7113 0.393
H 1.43258 -2.66859 6.91874 -0.1880 1.1214 0.8648 0.614
H 2.39074 -4.82673 7.22887 0.0863 -0.4222 1.6022 0.546
H 2.97304 -7.40007 4.61992 0.1572 -0.3152 -1.0732 0.401
H 1.69271 -7.45902 5.83149 0.5769 0.8327 -0.5753 0.339
H 3.33782 -7.10963 6.28718 -0.7176 0.9357 -0.8036 0.373
H 1.99163 -5.67245 3.09963 -0.1640 0.1584 0.2050 0.650
H 2.86103 -4.42714 1.45645 -0.5281 0.3239 -0.0884 0.520
H 1.70632 -3.76326 -0.91916 -0.9265 0.2121 0.9302 0.430
H -0.80449 -2.76518 -0.14702 -0.0787 0.8735 -0.0897 0.786
H 1.18776 2.77294 6.78575 -0.0504 -0.4327 -0.7042 0.309
H -0.70239 2.30455 7.17951 -0.6154 -0.0111 0.0659 0.412
H -3.32184 2.07486 6.40809 0.4499 -0.0722 -0.6771 0.386
H -3.11794 0.28888 4.07034 0.4732 0.8615 0.6283 0.527
C 1.60610 4.15834 1.53283 -2.6895 -0.4827 0.4746 -1.138
C 2.45807 3.25006 0.76818 1.8504 -0.3465 -1.6060 0.395
N 2.51932 1.93379 0.91174 -1.4697 1.6931 0.7487 0.020
C 3.56122 1.46414 0.18201 1.1261 1.2062 0.0949 -0.529
C 4.28208 2.49946 -0.32363 -1.2724 1.2119 -0.7356 -0.639
N 3.51130 3.71746 -0.06883 0.4453 -2.8063 -0.2432 0.290
C 3.50480 4.76388 -1.11056 -0.7341 0.5264 0.2185 -0.829
N 2.77729 4.47578 -2.36451 -0.9130 -0.5377 -1.3458 0.592
N 1.44939 3.97439 -2.43791 1.5713 0.1158 -2.5528 -0.407
N 1.11571 3.93492 -3.72353 -0.1572 0.1263 2.5784 -0.336
C 2.09621 4.49468 -4.50668 0.5598 0.2029 1.6357 0.132
C 2.08190 4.89816 -5.83918 0.2570 1.0520 -1.3478 -0.741
C 3.16157 5.66822 -6.31542 0.1211 -0.9886 -0.2061 -0.570
C 4.30264 5.89903 -5.49237 -0.8545 0.4573 0.2816 -0.554
C 4.26646 5.57808 -4.14784 -0.1063 -0.3527 0.0985 -0.877
C 3.15139 4.85208 -3.65392 0.7850 0.4030 0.4031 1.385
H 0.50687 3.86213 1.37173 1.4328 0.7290 -0.0410 0.201
H 1.73790 5.22937 1.39638 0.0744 -0.1778 -0.4105 0.378
H 1.73912 3.96325 2.59450 0.2901 0.0104 0.1870 0.253
H 3.73109 0.41918 0.18384 0.5098 -0.6625 -0.2210 0.524
H 5.18828 2.55746 -0.91382 -0.2805 -0.1000 -0.0074 0.392
H 4.52660 5.07898 -1.36946 -0.2882 -0.6053 0.0224 0.295
H 3.04112 5.66316 -0.73108 -0.1664 0.1384 0.6200 0.345
H 1.18930 4.72052 -6.45899 0.5841 0.0208 0.3228 0.467
H 3.22554 6.05213 -7.35775 -0.4226 -0.4817 0.9119 0.328
H 5.15351 6.47772 -5.87506 -0.4605 -0.3351 0.1181 0.367
H 5.05985 5.94411 -3.51035 0.0702 -0.2343 0.1309 0.319
O -3.71450 -0.54038 -0.75589 -1.5720 0.0867 1.0321 -0.351
S -4.96080 -0.12678 0.05558 1.1921 -0.0869 -1.0213 0.181
C -6.37277 0.17579 -1.17197 1.4642 -1.7132 0.8784 -0.379
C -7.13485 -1.13988 -1.24484 -1.8086 -0.6477 1.4378 -0.832
C -6.49807 -2.29620 -0.35583 0.3301 1.3181 -0.7586 -0.127
C -5.73337 -1.64193 0.81574 -0.9046 1.1234 -1.7934 -0.721
H -5.95312 0.45389 -2.12600 0.5066 0.2849 -0.0435 0.087
H -6.91862 0.97616 -0.72889 -0.5378 0.5946 0.1333 0.484
H -7.32625 -1.49425 -2.26116 0.2665 0.1084 0.1453 0.427
H -8.13068 -0.90703 -0.81181 0.3105 -0.3563 -0.3393 0.278
H -5.76564 -2.72994 -1.05414 -0.2349 -0.5797 0.6327 -0.156
H -7.23237 -3.00223 0.06421 0.2717 0.1105 -0.6961 0.422
H -4.96075 -2.30970 1.18158 0.0770 0.3182 0.4839 0.397
H -6.44387 -1.19968 1.54594 0.5870 -0.5974 -0.0255 0.410
C -3.90418 -5.04375 -5.00546 -0.3275 0.5399 0.3912 -0.346
C -3.98534 -4.82081 -3.60721 0.3264 0.7031 -0.7535 -0.555
C -3.36558 -3.69227 -3.04487 -0.6856 -0.2372 0.0908 -0.299
C -2.59404 -2.79023 -3.81106 -1.3044 -0.0662 0.8661 -0.069
C -2.59681 -2.97577 -5.16459 -0.3149 -1.2631 -1.0424 -0.128
C -3.29523 -4.06170 -5.77184 1.3427 0.0652 0.0467 -0.728
Sb -1.74527 -1.03449 -2.92235 0.4994 0.2003 -0.1183 0.935
C -2.76290 0.75854 -3.79195 0.1778 -1.8332 0.9730 0.385
C -3.33361 0.73249 -5.04035 0.6396 -0.1153 -0.9993 -0.254
C -3.56499 1.96881 -5.65281 -1.1953 -0.9703 -2.2826 -0.438
C -3.35463 3.14430 -5.02335 1.2977 1.6526 1.2174 -0.499
C -2.77101 3.15693 -3.74157 -1.0848 0.1158 -0.1927 -0.477
C -2.61781 1.94474 -3.07847 0.7054 0.7983 0.1109 -0.612
C 0.10643 -1.12560 -4.15997 -1.7337 -1.0940 0.6476 0.116
C 0.88655 -2.26685 -4.22368 1.0320 -0.3074 0.8528 -0.547
C 2.25949 -2.19087 -4.53150 -0.9105 -0.3434 -0.3674 -0.604
C 2.83648 -0.96376 -4.77316 0.1346 1.2192 -0.3261 -0.635
C 2.02846 0.19573 -4.64861 0.6656 -0.8557 -0.0380 -0.426
C 0.66663 0.08137 -4.43824 0.4238 1.7347 -0.0077 -0.489
H -4.36843 -5.90148 -5.52587 0.2526 0.5151 0.6438 0.358
H -4.60422 -5.45057 -2.98805 0.0818 -0.2128 0.1170 0.393
H -3.61631 -3.45983 -2.00038 0.4834 -0.1632 -0.2731 0.186
H -1.97613 -2.32689 -5.74944 0.0147 0.2611 -0.5930 0.449
H -3.19167 -4.22818 -6.84836 -0.1801 0.2780 0.3272 0.336
H -3.45545 -0.22782 -5.58547 0.0545 0.8738 0.3299 0.339
H -3.87991 2.05842 -6.72036 -0.0298 -0.5265 0.9953 0.280
H -3.53518 4.10671 -5.51384 0.0890 -0.4817 0.0091 0.349
H -2.51139 4.12603 -3.30476 -0.1979 -0.4892 0.1671 0.367
H -2.33944 1.95991 -2.02172 0.3161 -0.2373 -0.3655 0.389
H 0.56765 -3.23627 -3.84474 -0.5065 0.0875 -0.3531 0.465
H 2.79644 -3.13137 -4.59486 0.2347 0.1975 -0.0556 0.437
H 3.88092 -0.84712 -5.12551 -0.6692 -0.2058 0.6289 0.365
H 2.49255 1.16382 -4.58843 0.1050 0.3378 -0.5946 0.467
H 0.03137 0.97670 -4.40632 0.4572 -0.1499 0.1026 0.426
```
Forces are in eV/Å.

As for the total charge: +2. For the HOMO energy (alpha / beta), the calculation gives -0.396 / -0.396 hartree. The value obtained for the calculated total energy is -94797.1471 eV. The HOMO-LUMO gap (alpha / beta) comes out at 2.2 / 2.4 eV. The calculation puts the energy above the lowest of the compared OMol25 structures with the same formula, charge and spin at 67.4 kcal/mol.

---

2.
A structure of composition C53H53Cl3GeNO3PdS2SbTe, computed with wB97M-V/def2-TZVPD.

```
119
Properties=species:S:1:pos:R:3:forces:R:3:mulliken_charge:R:1
Pd -0.22028 -0.58252 -1.72029 0.0042 -0.4406 0.0644 -0.173
C 3.05030 5.32657 0.95224 -0.0392 -0.0818 -0.0474 -1.615
C 2.23676 4.26367 0.25429 0.0068 0.1207 0.0326 -0.269
C 0.87741 4.38332 0.06784 -0.0493 0.1121 0.0508 -0.978
C 0.13219 3.40029 -0.60374 -0.3352 0.2189 -0.0789 0.972
C -1.31519 3.48583 -0.62613 0.4398 0.5416 0.1598 -0.264
O -2.03418 2.45494 -0.57592 -0.3015 -0.0664 0.0309 -0.207
C -2.01036 4.78869 -0.63204 0.0774 -0.2776 -0.0503 0.415
C -3.28505 4.88714 -0.07426 -0.0678 -0.0163 0.0295 -0.363
C -3.99320 6.07004 -0.17754 0.0252 0.0279 -0.0167 -0.709
C -3.44564 7.14829 -0.86764 -0.0294 -0.0198 0.0351 -0.413
C -2.18582 7.04852 -1.44121 0.0348 -0.0372 0.0109 -1.043
C -1.46201 5.87225 -1.31724 0.0487 0.1155 -0.0022 -0.014
C 0.77018 2.27112 -1.16389 -0.1530 -0.3702 -0.3610 -0.924
O 0.13591 1.51295 -2.01458 0.0417 0.3988 0.3055 0.474
C 2.13898 2.07929 -0.85485 0.2770 -0.1660 -0.0220 1.217
C 2.83529 3.08993 -0.20484 0.0877 -0.1412 -0.0003 -0.540
C 2.82650 0.79091 -1.10370 0.0926 0.1395 0.0991 0.319
N 2.17446 -0.29989 -1.22766 -0.0218 -0.2508 -0.0755 1.211
C 2.86415 -1.58558 -1.33154 0.0058 0.1584 -0.1031 -0.707
C 3.06002 -1.94532 -2.79585 0.0232 0.0105 0.1890 -1.205
Te 1.21334 -1.62347 -3.83217 0.2579 -0.2875 -0.5071 0.508
C 1.87171 0.10054 -4.82972 0.0177 -0.0267 0.0334 0.659
C 3.09378 0.02538 -5.49137 0.0160 0.0798 -0.0183 -0.546
C 3.58248 1.14674 -6.14530 -0.0027 0.0281 -0.0048 -0.727
C 2.84770 2.32703 -6.13947 -0.0113 -0.0082 0.0123 -0.546
C 1.61558 2.37828 -5.50143 0.0083 -0.0008 -0.0076 -0.578
C 1.11279 1.25993 -4.84583 0.0436 0.0920 -0.0920 -0.341
C 4.32903 0.80996 -1.13358 -0.0751 0.0052 0.0148 -1.185
C 5.09020 0.49732 -0.01141 0.0238 0.0123 0.0162 0.124
C 6.47713 0.51105 -0.08946 -0.0347 0.0020 -0.0292 -0.837
C 7.10403 0.83868 -1.28590 -0.0450 0.0060 0.0128 -0.616
C 6.34339 1.16113 -2.40251 -0.0224 -0.0089 0.0309 -0.801
C 4.95606 1.14927 -2.32802 0.0174 0.0340 -0.0315 0.017
H 2.41348 6.13339 1.31239 -0.0085 -0.0109 -0.0005 0.387
H 3.79056 5.76272 0.27798 -0.0314 -0.0245 -0.0008 0.331
H 3.59113 4.91788 1.80747 -0.0212 -0.0098 -0.0101 0.354
H 0.35848 5.24232 0.48003 0.0224 -0.0656 -0.0132 0.525
H -3.70078 4.02990 0.44069 0.0113 0.0503 -0.0668 0.415
H -4.97736 6.15304 0.26490 0.0216 0.0018 -0.0088 0.441
H -4.00865 8.06918 -0.96379 0.0221 -0.0505 0.0094 0.407
H -1.77060 7.88302 -1.99163 -0.0120 -0.0292 0.0193 0.416
H -0.48522 5.78084 -1.77632 -0.0689 0.0021 -0.0182 0.504
H 3.89466 2.94832 -0.01725 -0.0353 0.0024 -0.0173 0.668
H 2.22325 -2.31641 -0.83532 -0.0340 -0.0548 0.0348 -0.076
H 3.82287 -1.58804 -0.81583 0.0750 0.0325 0.0410 0.480
H 3.34356 -2.99033 -2.91462 0.0138 -0.0123 -0.0291 0.609
H 3.81235 -1.30916 -3.25985 0.0198 -0.0105 0.0206 0.597
H 3.66420 -0.89670 -5.51134 -0.0053 0.0298 0.0039 0.431
H 4.53140 1.09431 -6.66511 -0.0340 0.0091 0.0152 0.437
H 3.23268 3.20380 -6.64553 -0.0185 -0.0306 0.0102 0.398
H 1.03247 3.29157 -5.51028 0.0271 -0.0388 -0.0076 0.445
H 0.15076 1.30705 -4.35922 -0.0135 -0.0026 0.0185 0.342
H 4.59512 0.25066 0.92267 0.0261 -0.0057 -0.0427 0.617
H 7.06895 0.26768 0.78462 -0.0301 0.0117 -0.0356 0.442
H 8.18512 0.84776 -1.34496 -0.0338 0.0072 0.0005 0.400
H 6.82951 1.43078 -3.33194 -0.0128 -0.0223 0.0207 0.458
H 4.35601 1.40811 -3.19660 0.0384 -0.0087 0.0456 0.431
C 0.23464 -6.03931 -0.37568 0.0269 0.0382 -0.0616 -0.908
C -0.60972 -5.61698 -1.57864 0.0834 0.0174 0.0441 -0.375
C -0.28172 -4.21546 -2.10075 -0.0306 -0.1292 -0.0513 -1.042
S -1.13297 -2.90229 -1.22288 0.0061 0.0788 0.6871 1.135
O -1.06163 -3.22910 0.23653 0.0315 0.0817 -0.4308 -0.547
C -2.84595 -3.22038 -1.78639 -0.0206 0.0366 0.0900 -1.152
C -3.74392 -3.65135 -0.62966 -0.0101 0.0545 0.0080 -0.481
C -4.28138 -2.47291 0.17511 -0.0271 -0.0183 -0.0463 -0.745
H -0.05017 -7.03661 -0.03713 0.0079 0.0376 -0.0347 0.412
H 0.11572 -5.34482 0.45391 -0.0085 -0.0093 -0.0221 -0.067
H 1.29512 -6.07139 -0.64275 -0.0629 0.0010 0.0094 0.355
H -1.67420 -5.68732 -1.34186 0.0147 0.0045 0.0041 0.189
H -0.43016 -6.31015 -2.40007 -0.0441 -0.0669 -0.0477 0.459
H -0.57778 -4.07287 -3.14315 0.0624 -0.0355 -0.0194 0.581
H 0.78684 -4.00155 -2.01482 0.0157 -0.0238 0.0404 0.091
H -2.77489 -3.97373 -2.57028 -0.0308 0.0109 0.0167 0.596
H -3.18251 -2.29311 -2.24650 -0.0222 0.0282 -0.0150 0.583
H -3.20264 -4.33384 0.02427 0.0213 -0.0576 0.0318 0.099
H -4.57333 -4.21457 -1.06219 -0.0199 0.0072 0.0071 0.620
H -3.46732 -1.83225 0.52777 -0.0175 -0.0278 -0.0327 -0.144
H -4.83964 -2.81217 1.05015 0.0497 -0.0055 -0.0537 0.398
H -4.93584 -1.85044 -0.43558 0.0140 -0.0362 0.0228 0.461
S -0.11395 -0.14269 0.74666 -0.2610 -0.1542 0.1812 -1.110
Sb -1.20492 -1.16008 2.52787 0.1684 0.2651 0.0613 1.446
C -2.40576 0.41363 3.23954 -0.0436 0.1210 0.1194 0.398
C -2.49781 0.79268 4.57987 -0.0935 -0.0160 -0.1064 -0.280
C -3.34322 1.83274 4.94549 0.0100 -0.0148 -0.0392 -0.790
C -4.11108 2.47752 3.98277 0.0120 -0.0139 -0.0210 -0.761
C -4.03277 2.08857 2.65162 0.0221 -0.0426 0.0131 -0.396
C -3.17246 1.06422 2.27584 0.0147 0.0938 0.0860 -0.066
C 0.40895 -1.49831 3.82647 0.0806 -0.0055 0.1152 0.739
C 1.11922 -2.68379 3.64181 0.0147 0.0447 0.1219 -0.372
C 2.20273 -2.97365 4.45871 0.0011 0.0132 -0.0111 -0.777
C 2.57612 -2.08369 5.45908 -0.0029 -0.0190 -0.0130 -0.531
C 1.87851 -0.89708 5.63396 -0.0303 0.0133 -0.0423 -0.794
C 0.79582 -0.59661 4.81410 0.1236 -0.0834 -0.0805 -0.514
C -2.41933 -2.82718 3.01025 -0.0620 -0.1071 -0.1168 0.866
C -3.50768 -2.52451 3.82460 -0.0568 -0.2239 -0.0846 -0.361
C -4.27827 -3.55750 4.35161 0.0219 0.0504 -0.0271 -0.768
C -3.95951 -4.87726 4.07278 -0.0043 0.0172 -0.0137 -0.648
C -2.86529 -5.17197 3.26821 0.0372 0.0572 -0.0433 -0.500
C -2.08897 -4.15285 2.73242 -0.0945 0.0804 0.1956 -0.288
H -1.93658 0.27397 5.34702 0.0217 -0.0143 -0.0095 0.605
H -3.40947 2.13228 5.98456 0.0024 -0.0127 -0.0474 0.437
H -4.77707 3.28029 4.27473 0.0202 -0.0253 -0.0112 0.403
H -4.64460 2.57272 1.89862 0.0149 -0.0415 0.0627 0.501
H -3.10528 0.78839 1.22865 0.0006 0.0112 0.0836 -0.421
H 0.83295 -3.38295 2.86234 0.0169 0.0115 0.0254 0.295
H 2.75569 -3.89432 4.31553 -0.0261 0.0332 0.0162 0.435
H 3.41681 -2.31530 6.10173 -0.0323 0.0082 -0.0278 0.408
H 2.17734 -0.19976 6.40768 -0.0149 -0.0318 -0.0405 0.427
H 0.28247 0.34746 4.93825 -0.0417 0.0073 0.0056 0.489
H -3.77656 -1.49988 4.04427 0.0001 -0.0209 -0.0062 0.396
H -5.12916 -3.32141 4.97896 0.0311 -0.0091 -0.0265 0.431
H -4.56272 -5.67832 4.48276 0.0329 0.0328 -0.0164 0.401
H -2.61157 -6.20268 3.05443 -0.0008 0.0094 0.0066 0.473
H -1.24616 -4.39262 2.10446 -0.0156 -0.0020 -0.0222 -0.082
Cl -4.38050 0.81111 -1.21757 -0.1562 -0.2100 -0.0007 -0.384
Ge -2.27906 0.99848 -1.83606 0.2302 0.3241 -0.0786 0.974
Cl -2.47588 2.33780 -3.53551 -0.0399 0.0777 -0.1451 -0.324
Cl -1.61918 -0.95882 -4.01433 -0.2194 0.1160 0.1223 -0.254
```
Forces are in eV/Å.

As for the total charge: +1. For the HOMO energy (alpha / beta), the calculation gives -0.356 / -0.376 hartree. The value obtained for the calculated total energy is -196513.6134 eV. Its spin multiplicity is 4. The HOMO-LUMO gap (alpha / beta) comes out at 6.8 / 6.0 eV. The calculation puts the energy above the lowest of the compared OMol25 structures with the same formula, charge and spin at 15.5 kcal/mol.

---

Question: Among the records above, which one has the lowest calculated total energy?
Answer: C53H53Cl3GeNO3PdS2SbTe

---

Question: total charge of number 2 (C53H53Cl3GeNO3PdS2SbTe)?
Answer: +1

---

Question: Which of these has the lowest total charge?
Answer: C53H53Cl3GeNO3PdS2SbTe